The following is a quantum chemistry calculation of a structure of composition C53H44IrN7OP2S2, from the Open Molecules 2025 dataset.

Structure (ORCA input):
```
! wB97M-V def2-TZVPD RIJCOSX def2/J DEFGRID3
* xyz 2 1
Ir -0.522 0.690 -1.693
C 2.630 -3.446 -3.155
S 2.803 -2.355 -1.721
C 1.640 -1.077 -2.229
S -0.014 -1.519 -1.789
N 1.926 -0.528 -3.616
N 0.722 0.092 -3.955
C 0.660 0.875 -4.944
C -0.547 1.707 -5.013
C -0.964 2.217 -6.230
C -2.099 3.009 -6.280
C -2.738 3.294 -5.089
C -2.241 2.758 -3.914
N -1.176 1.953 -3.842
H 3.281 -4.292 -2.947
H 2.958 -2.946 -4.062
H 1.609 -3.805 -3.257
H 1.461 0.998 -5.673
H -0.403 1.979 -7.123
H -2.460 3.402 -7.220
H -3.609 3.933 -5.050
H -2.719 3.022 -2.986
C 9.219 1.250 8.071
O 9.453 1.210 6.667
C 8.397 1.122 5.845
C 7.067 1.080 6.264
C 6.058 0.993 5.323
C 6.346 0.945 3.962
C 7.684 0.987 3.555
C 8.697 1.074 4.479
C 5.247 0.856 3.012
N 3.967 0.875 3.325
C 3.302 0.761 2.143
C 4.194 0.670 1.075
N 5.435 0.737 1.656
C 3.760 0.539 -0.252
C 4.635 0.406 -1.422
C 4.154 0.370 -2.664
C 2.698 0.568 -2.916
N 1.866 0.326 -1.727
C 2.391 0.519 -0.432
C 1.447 0.650 0.600
N 0.097 0.715 0.288
C -0.737 0.869 1.308
C -0.356 0.970 2.646
C 0.971 0.918 2.972
C 1.901 0.765 1.934
H 10.200 1.310 8.532
H 8.713 0.343 8.407
H 8.633 2.129 8.344
H 6.813 1.114 7.313
H 5.026 0.961 5.642
H 7.957 0.957 2.507
H 9.734 1.109 4.176
H 6.325 0.676 1.195
H 5.701 0.318 -1.260
H 4.804 0.267 -3.522
H 2.515 1.524 -3.413
H -1.786 0.946 1.089
H -1.130 1.081 3.391
H 1.324 0.995 3.991
C -3.467 -0.603 -0.019
P -2.727 0.570 -1.200
C -3.706 0.142 -2.667
C -3.169 -0.743 -3.596
C -3.928 -1.142 -4.687
C -5.218 -0.659 -4.851
C -5.760 0.217 -3.919
C -5.008 0.613 -2.825
C -3.158 2.208 -0.553
C -2.229 3.245 -0.665
C -2.497 4.499 -0.143
C -3.704 4.729 0.505
C -4.631 3.705 0.634
C -4.360 2.448 0.114
P -2.944 -2.396 -0.247
C -4.534 -3.239 0.067
C -5.614 -2.716 0.776
C -6.755 -3.477 0.984
C -6.828 -4.772 0.492
C -5.758 -5.305 -0.212
C -4.622 -4.540 -0.429
C -2.033 -2.646 1.332
C -0.640 -2.569 1.297
C 0.114 -2.771 2.443
C -0.516 -3.062 3.644
C -1.900 -3.159 3.688
C -2.655 -2.960 2.541
H -4.520 -0.537 -0.306
H -3.379 -0.299 1.024
H -2.161 -1.126 -3.476
H -3.512 -1.835 -5.405
H -5.807 -0.970 -5.703
H -6.769 0.587 -4.042
H -5.436 1.304 -2.107
H -1.272 3.092 -1.167
H -1.768 5.292 -0.238
H -3.918 5.706 0.914
H -5.566 3.882 1.147
H -5.089 1.658 0.240
H -5.574 -1.720 1.201
H -7.585 -3.060 1.538
H -7.717 -5.365 0.657
H -5.810 -6.314 -0.599
H -3.795 -4.957 -0.992
H -0.131 -2.384 0.357
H 1.194 -2.724 2.391
H 0.068 -3.237 4.538
H -2.396 -3.411 4.616
H -3.730 -3.066 2.592
*
```

Values from the calculation:
Molecular weight (g mol⁻¹): 1113.28
HOMO level (eV): -11.6
ΔE to the lowest compared entry with this formula, charge and spin (kJ/mol): 554.53
Orbital gap (eV): 5.56